1.
The following is a quantum chemistry calculation of a structure of composition C20H16MnN4O2S, from OMol25.

```
44
Properties=species:S:1:pos:R:3:forces:R:3:lowdin_spin:R:1
Mn 0.557762 0.146070 0.230506 -0.202 -0.046 0.364 3.189
S -0.799488 3.969208 -1.265085 -0.040 0.260 -0.124 0.013
C 0.407977 3.461866 -2.360777 -0.010 0.004 -0.022 -0.017
C 0.953531 2.247504 -2.046825 -0.045 0.048 0.071 -0.014
C 0.357985 1.757775 -0.865792 0.223 -0.314 -0.161 -0.188
C -0.607402 2.564325 -0.327598 -0.231 -0.053 0.309 0.026
C -1.323519 2.129095 0.860531 -0.005 0.052 -0.061 0.010
C -2.348365 2.768719 1.534914 -0.058 0.090 -0.023 0.004
C -2.916635 2.147972 2.635125 -0.019 0.013 0.016 0.014
C -2.464272 0.897915 3.053451 -0.023 -0.020 0.033 0.001
C -1.441188 0.301448 2.354939 -0.039 0.144 -0.032 0.006
N -0.890745 0.922966 1.297853 0.195 0.004 -0.237 -0.032
H 0.659730 4.092394 -3.200439 -0.014 0.001 0.012 -0.002
H 1.721584 1.766368 -2.633107 -0.006 -0.012 0.012 0.000
H -2.698273 3.732981 1.190810 -0.011 -0.015 0.026 0.000
H -3.721901 2.635386 3.169490 0.010 -0.005 -0.006 0.000
H -2.898183 0.392249 3.903873 -0.009 0.021 -0.004 -0.001
H -1.039400 -0.666870 2.625527 0.006 -0.013 -0.003 0.000
O 1.222881 -1.592132 0.518041 0.228 -0.324 -0.187 0.006
N 0.689637 -2.580601 -0.160643 0.203 0.248 0.171 0.011
N -0.211122 -2.160929 -0.919575 -0.263 -0.124 -0.297 -0.004
O -0.435104 -0.856598 -0.992945 -0.078 0.051 0.045 -0.012
C -1.003815 -3.041617 -1.757087 0.162 0.143 0.171 -0.001
C -1.784827 -2.469281 -2.746479 -0.031 -0.001 -0.058 -0.001
C -2.529721 -3.317458 -3.550209 0.010 0.050 0.000 0.000
C -2.477052 -4.689801 -3.354535 -0.020 -0.035 -0.022 -0.002
C -1.681664 -5.233024 -2.352236 0.010 -0.013 0.016 0.000
C -0.931577 -4.409245 -1.533306 0.002 -0.057 0.003 -0.002
H -1.805306 -1.399989 -2.892866 -0.005 -0.002 0.003 0.000
H -3.146474 -2.902073 -4.334904 0.001 -0.004 0.008 0.000
H -3.059585 -5.344132 -3.988897 0.004 0.004 0.006 0.000
H -1.645856 -6.303453 -2.205524 -0.003 0.007 0.001 0.000
H -0.310383 -4.818530 -0.749624 -0.008 0.010 -0.003 0.000
C 4.408849 1.826475 2.397788 0.059 0.004 -0.002 0.010
C 4.450259 1.201568 1.158205 0.007 0.024 0.035 -0.001
C 3.270356 0.763729 0.603265 -0.016 0.036 0.093 0.007
N 2.085964 0.928602 1.225976 0.095 -0.204 -0.170 -0.029
C 2.043281 1.531927 2.423313 -0.014 0.021 -0.036 0.007
C 3.188961 1.992307 3.035537 -0.027 0.026 0.049 -0.002
H 5.320549 2.178653 2.862249 -0.010 -0.002 -0.003 0.000
H 5.380234 1.049498 0.629385 -0.007 0.007 0.008 0.000
H 3.262206 0.263155 -0.357326 -0.031 -0.024 -0.012 0.002
H 1.072239 1.643067 2.884219 -0.002 0.003 0.007 0.000
H 3.117874 2.472508 4.000786 0.012 -0.001 0.001 0.000
```
Forces are in eV/Å.

Output
Orbital gap (alpha / beta): 5.77 / 6.96 eV
Highest occupied orbital energy (alpha / beta): -14.8798 / -14.9128 eV
Energy relative to the best compared isomer or geometry (same formula, charge and spin): 0.579 eV
E_LUMO (alpha / beta): -0.3347 / -0.2924 hartree
2S+1: 4
Net charge: +2
<S²>: 3.976


2.
The following is a quantum chemistry calculation of a structure of composition C47H55BrCrNO3P2, from OMol25.

```
110
Properties=species:S:1:pos:R:3:forces:R:3:lowdin_spin:R:1
Cr 1.165818 0.330693 0.340802 0.134 -0.371 -0.668 3.742
C 2.688033 -1.598413 0.214516 0.086 0.055 0.301 0.012
C 3.228270 -0.487986 0.965775 0.267 0.098 0.011 0.000
C 3.391591 0.597782 0.028680 0.235 0.120 0.059 0.018
C 2.828335 0.141331 -1.197569 0.387 -0.245 -0.064 -0.009
C 2.484578 -1.240077 -1.102890 -0.085 0.238 -0.176 0.024
C 2.134037 -2.158542 -2.253570 0.002 -0.041 0.158 0.003
C 1.240179 -1.449268 -3.262147 0.017 -0.116 -0.100 0.001
C 3.440654 -2.567941 -2.946781 0.066 -0.042 -0.033 0.002
C 1.416384 -3.410381 -1.742561 -0.066 -0.055 -0.041 0.001
C 3.977254 2.024249 0.135162 -0.159 -0.088 -0.017 0.007
C 5.419821 2.043438 0.652429 0.066 0.012 -0.049 0.001
C 3.100980 2.942225 1.000885 -0.043 0.034 0.014 0.014
C 4.011741 2.664850 -1.260913 0.048 0.080 -0.025 0.001
C 3.846112 -0.738386 2.350755 -0.059 0.053 -0.041 0.002
C 5.343536 -1.044201 2.173755 0.032 -0.053 0.021 -0.001
C 3.648628 0.412708 3.342142 -0.028 0.014 0.044 0.002
C 3.248436 -1.988987 3.011231 -0.052 -0.064 0.065 0.000
H 2.532763 -2.589906 0.613121 -0.089 0.085 0.023 0.001
H 2.875228 0.692655 -2.122189 -0.212 0.033 0.023 0.000
H 1.724077 -0.554041 -3.661625 -0.014 -0.027 0.004 0.000
H 0.303992 -1.157079 -2.791524 -0.064 -0.060 0.023 0.000
H 1.024154 -2.113486 -4.106431 -0.020 0.064 0.060 0.000
H 3.970807 -1.691738 -3.329400 -0.027 -0.038 0.022 0.000
H 3.234169 -3.237049 -3.788147 0.012 0.034 0.048 0.000
H 4.103759 -3.085788 -2.249911 -0.024 0.025 -0.030 0.000
H 0.533043 -3.133262 -1.160670 0.072 -0.027 -0.015 0.000
H 2.070985 -4.023594 -1.117321 -0.036 0.050 -0.029 0.000
H 1.096813 -4.029296 -2.586507 0.048 0.006 0.032 0.000
H 5.503730 1.791570 1.706491 -0.019 -0.004 -0.022 0.000
H 5.828871 3.049977 0.528496 -0.009 -0.048 0.012 0.000
H 6.047306 1.353858 0.083159 -0.020 0.026 0.013 0.000
H 2.888617 2.517686 1.980530 0.007 0.007 -0.003 0.003
H 2.146413 3.130127 0.497864 0.015 -0.031 0.032 0.004
H 3.589875 3.910539 1.153718 -0.021 -0.062 -0.034 0.001
H 4.641287 2.099421 -1.952076 -0.018 0.026 0.038 0.000
H 4.427029 3.671999 -1.176158 -0.023 -0.035 -0.016 0.000
H 3.011281 2.755275 -1.692500 0.051 0.000 0.039 0.000
H 5.888398 -0.225969 1.713765 -0.016 0.003 0.007 0.000
H 5.469410 -1.925831 1.539575 -0.003 0.040 0.029 0.000
H 5.801100 -1.256942 3.145098 -0.023 0.009 -0.051 0.000
H 4.187523 1.314894 3.064686 -0.019 -0.029 -0.016 0.000
H 4.007951 0.112704 4.330280 -0.001 0.016 -0.040 0.000
H 2.587857 0.669393 3.437013 0.029 -0.027 0.008 0.001
H 3.432245 -2.894013 2.429948 -0.005 0.055 0.030 0.000
H 2.175132 -1.897845 3.188244 0.070 0.014 -0.024 0.000
H 3.727076 -2.129803 3.982970 -0.022 -0.012 -0.019 0.000
O -0.662284 -1.260130 -0.161109 -0.447 -0.098 -0.305 0.034
P -2.123730 -0.995903 0.043359 0.163 0.116 -0.224 0.006
C -2.506520 0.777615 0.120812 -0.223 -0.037 -0.031 0.001
P -1.502423 1.764808 -1.005866 -0.159 0.064 -0.009 0.008
O -0.035466 1.571504 -0.770798 0.271 0.135 0.074 0.044
C -1.950190 1.315567 -2.672774 -0.069 -0.008 -0.113 0.001
C -3.272879 1.378140 -3.118239 -0.024 -0.076 0.031 0.000
C -3.578354 1.004104 -4.414285 0.033 -0.016 0.006 0.000
C -2.563855 0.581440 -5.270361 -0.019 0.007 -0.007 0.000
C -1.247043 0.550458 -4.839341 0.001 0.008 0.006 0.000
C -0.936213 0.924831 -3.537861 -0.060 0.075 -0.038 0.000
C -2.032645 3.453206 -0.773832 0.054 0.250 -0.044 0.001
C -1.233334 4.448497 -1.346530 -0.128 -0.009 0.094 0.000
C -1.617881 5.776198 -1.252330 0.005 -0.015 0.015 0.000
C -2.795990 6.115857 -0.594708 0.027 0.008 -0.015 0.000
C -3.589016 5.131774 -0.023937 0.034 -0.050 -0.004 0.000
C -3.208532 3.798701 -0.113811 0.008 0.051 0.001 0.000
C -3.178974 -1.700280 -1.222428 -0.027 -0.147 -0.039 0.002
C -4.564164 -1.524416 -1.183448 0.001 0.031 -0.009 0.000
C -5.367598 -2.138643 -2.128765 0.047 0.005 -0.002 0.000
C -4.790952 -2.941870 -3.109049 -0.034 0.019 0.007 0.000
C -3.418605 -3.131254 -3.140817 0.067 0.014 0.004 0.000
C -2.607336 -2.513749 -2.194653 -0.117 0.084 -0.092 0.000
C -2.735548 -1.646660 1.597360 -0.293 -0.321 0.092 0.001
C -2.299082 -2.925371 1.957016 -0.473 -0.098 -0.074 0.001
C -2.765970 -3.510606 3.124009 -0.134 -0.056 -0.198 0.000
C -3.671186 -2.829904 3.932733 0.021 -0.025 -0.030 0.000
C -4.106035 -1.561134 3.580619 0.019 0.011 -0.047 0.000
C -3.638519 -0.969305 2.412707 -0.001 -0.034 -0.041 0.000
H -2.326324 1.117012 1.146582 -0.042 0.115 -0.202 0.000
H -3.555077 0.947912 -0.142599 0.009 -0.102 0.125 0.000
H -4.066078 1.720311 -2.459692 0.041 -0.017 -0.014 0.000
H -4.602348 1.045671 -4.763509 0.032 -0.008 0.015 0.000
H -2.806791 0.286114 -6.283825 0.009 0.013 0.033 0.000
H -0.459767 0.232815 -5.512198 -0.026 0.020 0.028 0.000
H 0.084786 0.915172 -3.183347 -0.041 0.027 -0.025 0.000
H -0.312731 4.181437 -1.853319 -0.021 -0.002 0.009 0.000
H -1.000090 6.549028 -1.691870 -0.019 -0.025 0.013 0.000
H -3.095530 7.154299 -0.526018 0.022 -0.034 -0.003 0.000
H -4.500497 5.400727 0.494450 0.021 -0.014 -0.019 0.000
H -3.829411 3.037917 0.345136 0.009 0.079 -0.015 0.000
H -5.023794 -0.917565 -0.408212 0.022 -0.040 -0.020 0.000
H -6.441637 -2.002931 -2.099335 0.043 0.001 0.002 0.000
H -5.420019 -3.426836 -3.845546 0.022 0.019 0.029 0.000
H -2.974955 -3.765483 -3.899139 -0.015 0.044 0.040 0.000
H -1.537021 -2.654442 -2.210305 0.119 -0.023 0.000 0.000
H -1.595106 -3.452922 1.323109 0.007 -0.002 0.001 0.000
H -2.427882 -4.500238 3.404059 -0.012 -0.015 -0.015 0.000
H -4.046110 -3.295930 4.835602 0.007 -0.001 -0.008 0.000
H -4.812528 -1.034057 4.209439 0.034 -0.003 -0.013 0.000
H -3.987451 0.022482 2.146061 -0.003 -0.065 0.042 0.000
O -1.683478 -0.593765 5.775846 -0.003 -0.027 0.210 0.005
C -1.113312 -0.379968 4.585804 0.020 -0.118 -0.001 0.008
C -0.619140 -1.392611 3.771154 0.438 0.259 0.315 -0.001
C -0.068871 -1.034940 2.565296 0.306 -0.082 0.226 0.017
N 0.047435 0.236007 2.130689 -0.083 -0.283 0.278 0.018
C -0.448769 1.177541 2.924658 -0.029 0.061 0.452 0.012
Br -0.351787 2.963682 2.364313 0.091 0.219 -0.155 0.008
C -1.038596 0.935387 4.145417 -0.042 0.074 -0.053 -0.001
H -1.636357 -1.526341 6.018776 -0.029 -0.004 -0.034 0.000
H -0.668590 -2.436882 4.057669 0.089 0.234 0.025 0.000
H 0.294882 -1.793903 1.881677 0.016 0.127 0.115 0.003
H -1.422021 1.744234 4.749309 -0.006 -0.032 0.009 0.000
```
Forces are in eV/Å.

Output
Orbital gap (alpha / beta): 6.64 / 7.71 eV
Highest occupied orbital energy (alpha / beta): -8.8734 / -9.9704 eV
E_LUMO (alpha / beta): -0.0822 / -0.0831 hartree
2S+1: 5
Net charge: +1
<S²>: 6.028


3.
The following is a quantum chemistry calculation of the molecule C5H7NO, from OMol25.

```
14
Properties=species:S:1:pos:R:3:forces:R:3:nbo_charge:R:1
C 0.168681 1.033434 -0.335988 1.130 0.434 1.099 0.273
C 2.302135 0.561937 0.213756 -2.472 1.310 -1.450 -0.004
C -0.862016 -0.995554 0.144022 1.603 -3.111 -0.436 -0.478
C -1.768522 0.203393 0.243284 -0.740 -0.043 -2.090 -0.250
C 0.389296 -0.456349 -0.481999 0.512 1.882 -2.715 -0.010
N -0.933098 1.383835 0.098876 0.500 1.314 -0.560 -0.464
O 1.592897 -0.588803 0.249022 0.622 -0.626 0.744 -0.522
H 2.569608 0.935330 -0.776430 0.593 -0.244 0.383 0.180
H 2.423970 1.168501 1.111122 0.399 -0.663 0.017 0.201
H -0.359644 -1.497856 1.071148 -1.930 0.822 -1.064 0.246
H -1.272448 -1.745147 -0.568634 0.066 0.058 1.037 0.226
H -2.615684 0.222769 -0.530423 1.216 -0.161 1.109 0.203
H -2.150430 0.298513 1.182758 -1.659 0.023 2.503 0.207
H 0.515256 -0.524004 -1.620520 0.162 -0.994 1.424 0.191
```
Forces are in eV/Å.

Output
Orbital gap (alpha / beta): 8.13 / 8.62 eV
Highest occupied orbital energy (alpha / beta): -8.3051 / -8.4324 eV
Energy relative to the best compared isomer or geometry (same formula, charge and spin): 5.653 eV
E_LUMO (alpha / beta): -0.0064 / 0.0068 hartree
Net charge: 0